Run A
Computed, not measured: C5H5NO in the gas phase, with the ωB97M-V functional and the def2-TZVPD basis.

The highest occupied orbital energy is -10.81 eV. The value obtained for the LUMO energy is 0.746 eV. As for the SMILES: C#C[C@@H](C#N)CO.

Structure (ORCA input):
```
! RIJCOSX wB97M-V def2-TZVPD def2/J DEFGRID3
* xyz 0 1
O -1.914 0.133 -0.389
C -1.004 -0.721 0.250
C 0.388 -0.483 -0.376
C 0.632 0.958 -0.306
C 0.758 2.136 -0.137
C 1.439 -1.244 0.299
N 2.239 -1.874 0.851
H -1.668 1.051 -0.186
H -0.959 -0.550 1.334
H -1.312 -1.755 0.069
H 0.353 -0.803 -1.421
H 1.046 3.152 0.011
*
```

---

Run B
Computed, not measured: C5H5NO in the gas phase, with the ωB97M-V functional and the def2-TZVPD basis.

The highest occupied orbital energy is -10.66 eV. The value obtained for the LUMO energy is 0.667 eV. As for the SMILES: C#C[C@@H](O)CC#N.

Structure (ORCA input):
```
! RIJCOSX wB97M-V def2-TZVPD def2/J DEFGRID3
* xyz 0 1
O 0.063 0.802 -1.805
C -0.051 0.644 -0.403
C -1.202 -0.358 -0.203
C -1.347 -0.808 1.183
N -1.447 -1.180 2.273
C 1.192 0.179 0.228
C 2.196 -0.186 0.782
H 0.991 0.942 -2.024
H -0.328 1.602 0.063
H -2.135 0.103 -0.541
H -1.007 -1.224 -0.843
H 3.077 -0.516 1.291
*
```

---

Ordering by calculated energy gives the sequence run B, run A, with the first entry being the most stable.

---

Run A
Computed, not measured: C5H5NO in the gas phase, with the ωB97M-V functional and the def2-TZVPD basis.

The highest occupied orbital energy is -10.15 eV. The value obtained for the LUMO energy is -0.036 eV. As for the SMILES: C#CC(=O)[C@H]1CN1.

Structure (ORCA input):
```
! RIJCOSX wB97M-V def2-TZVPD def2/J DEFGRID3
* xyz 0 1
O 0.273 0.171 1.847
C 0.543 0.117 0.661
C 1.901 -0.147 0.198
C 3.011 -0.377 -0.213
C -0.495 0.349 -0.396
C -1.820 -0.389 -0.332
N -1.725 0.989 0.042
H 4.000 -0.582 -0.561
H -0.107 0.619 -1.364
H -1.592 -1.208 0.353
H -2.300 -0.616 -1.288
H -1.688 1.074 1.053
*
```

---

Run B
Computed, not measured: C5H5NO in the gas phase, with the ωB97M-V functional and the def2-TZVPD basis.

The highest occupied orbital energy is -10.74 eV. The value obtained for the LUMO energy is 0.495 eV. As for the SMILES: C#C[C@@H](C#N)CO.

Structure (ORCA input):
```
! RIJCOSX wB97M-V def2-TZVPD def2/J DEFGRID3
* xyz 0 1
O 0.468 -1.532 1.594
C 0.488 -0.156 1.319
C 0.558 0.060 -0.206
C -0.640 -0.425 -0.932
C -1.572 -0.244 -1.673
C 0.532 1.464 -0.671
N 0.324 2.472 -1.199
H -0.298 -1.914 1.143
H -0.383 0.369 1.736
H 1.389 0.243 1.793
H 1.472 -0.425 -0.566
H -2.338 0.088 -2.337
*
```

---

Run C
Computed, not measured: a molecular structure, C5H5NO, with the ωB97M-V functional and the def2-TZVPD basis.

The highest occupied orbital energy is -9.23 eV. The value obtained for the LUMO energy is 0.448 eV.

Structure (ORCA input):
```
! RIJCOSX wB97M-V def2-TZVPD def2/J DEFGRID3
* xyz 0 1
N 1.552 2.150 -1.356
C 1.244 1.093 -1.005
C 0.832 -0.251 -0.551
O 1.241 -0.580 0.771
C -0.027 -0.897 1.360
C -0.899 0.293 1.011
C -0.663 -0.416 -0.278
H 1.233 -0.998 -1.244
H -0.571 -1.579 0.306
H -1.918 0.228 1.386
H -0.439 1.271 1.133
H -1.432 -0.591 -1.029
*
```

---

Run D
Computed, not measured: C5H5NO in the gas phase, with the ωB97M-V functional and the def2-TZVPD basis.

The highest occupied orbital energy is -10.62 eV. The value obtained for the LUMO energy is 0.741 eV. As for the SMILES: N#C[C@@H](O)C1C=C1.

Structure (ORCA input):
```
! RIJCOSX wB97M-V def2-TZVPD def2/J DEFGRID3
* xyz 0 1
N 3.110 0.856 -0.351
C 2.126 0.320 -0.043
C 0.876 -0.323 0.420
O 0.337 0.409 1.485
C -1.593 -0.551 -0.029
C -1.334 0.623 -0.508
C -0.243 -0.407 -0.626
H 1.127 -1.351 0.716
H -2.316 -1.242 0.366
H -1.777 1.532 -0.869
H -0.292 1.021 1.018
H -0.021 -0.887 -1.579
*
```

---

Ordering by calculated energy gives the sequence run B, run A, run D, run C, with the first entry being the most stable.